# 1
ORCA calculation (ωB97M-V/def2-TZVPD) on a molecular structure, C31H54BHgO35 at a distorted geometry.

As for the HOMO energy (alpha / beta): -8.78 / -10.05 eV. For the gap between HOMO and LUMO (alpha / beta), the calculation gives 8.948 / 7.921 eV. The value obtained for the LUMO energy (alpha / beta) is 0.17 / -2.13 eV. As for the spin multiplicity: 2. Its net charge is 0.

Geometry (Å):
1 Hg -3.7523 -3.4165 2.3352
2 O -1.7368 -1.6558 1.8971
3 C -0.9573 -0.8732 1.4634
4 O -0.2700 -0.9700 0.2725
5 B 0.5099 0.2423 0.0146
6 O 0.2880 1.0567 1.2297
7 C -0.5018 0.4827 2.0923
8 O -0.7464 0.7761 3.2944
9 O 0.0594 0.9265 -1.1882
10 C 1.2112 1.1697 -1.9372
11 O 1.1811 1.8527 -2.9905
12 C 2.4015 0.3674 -1.3019
13 O 1.9051 -0.1200 -0.2609
14 O 3.5499 0.2408 -1.6942
15 C -3.2653 5.8266 6.9969
16 O -1.9383 5.2808 6.6940
17 C -1.7699 4.0623 6.4353
18 O -2.6056 3.1907 6.3813
19 O -0.3797 3.8903 6.2212
20 C 0.1701 2.5501 6.0583
21 H -3.2817 5.9955 8.0736
22 H -4.0722 5.1742 6.6633
23 H -3.3033 6.7984 6.5046
24 H 0.1489 2.3443 4.9881
25 H -0.2755 1.8075 6.7201
26 H 1.2423 2.6755 6.2094
27 C -7.0254 -2.5697 -0.4582
28 O -6.2542 -1.3614 -0.6300
29 C -4.9086 -1.2998 -0.2697
30 O -4.3275 -2.1332 0.3973
31 O -4.5017 -0.1255 -0.7440
32 C -3.2432 0.3568 -0.3338
33 H -8.1029 -2.4658 -0.5859
34 H -6.9087 -2.9196 0.5675
35 H -6.6351 -3.3866 -1.0651
36 H -3.2419 0.5576 0.7375
37 H -3.0335 1.2423 -0.9338
38 H -2.5401 -0.4393 -0.5787
39 C 1.8453 -1.9021 -4.0974
40 O 0.8192 -1.8652 -5.0573
41 C -0.2612 -2.6071 -4.9025
42 O -0.4331 -3.5023 -4.0697
43 O -1.1060 -2.2207 -5.8762
44 C -2.3744 -2.8591 -5.9498
45 H 2.1038 -0.8657 -3.8802
46 H 2.6553 -2.5176 -4.4887
47 H 1.5323 -2.2533 -3.1141
48 H -2.6734 -2.7760 -6.9947
49 H -3.1093 -2.4666 -5.2470
50 H -2.3330 -3.9005 -5.6307
51 C 1.0264 -5.8950 3.0830
52 O -0.1252 -5.1165 2.8119
53 C -0.6167 -4.8860 1.6095
54 O -1.8091 -4.5882 1.4851
55 O 0.3146 -4.9945 0.6636
56 C -0.0563 -4.5971 -0.6797
57 H 1.6644 -6.0405 2.2112
58 H 0.5735 -6.8629 3.2979
59 H 1.6039 -5.6077 3.9616
60 H 0.7041 -4.2527 -1.3807
61 H -0.7272 -3.7395 -0.6306
62 H -0.6155 -5.3888 -1.1783
63 C 0.4717 1.3400 -5.7450
64 O 0.0690 1.1241 -7.0686
65 C 0.9249 0.8109 -8.1192
66 O 0.5345 0.7563 -9.2953
67 O 2.1764 0.6113 -7.6342
68 C 3.0743 -0.0547 -8.4308
69 H 1.0990 0.5578 -5.3174
70 H -0.4002 1.2390 -5.0988
71 H 0.9034 2.3395 -5.6924
72 H 4.0863 0.2056 -8.1207
73 H 2.9455 0.1888 -9.4854
74 H 2.9671 -1.1271 -8.2676
75 C 3.5332 0.9363 6.6144
76 O 2.4176 0.2707 5.9621
77 C 2.6892 -0.3737 4.7916
78 O 3.7235 -0.1616 4.0995
79 O 1.7523 -1.3488 4.5732
80 C 1.8753 -2.1829 3.4581
81 H 3.2613 1.2884 7.6094
82 H 3.9638 1.7306 6.0047
83 H 4.3545 0.2295 6.7330
84 H 2.9340 -2.4318 3.3853
85 H 1.6106 -1.6379 2.5520
86 H 1.1915 -3.0235 3.5754
87 C -1.7089 3.7408 -2.1966
88 O -0.8419 4.2190 -1.1665
89 C -1.2234 3.9409 0.1320
90 O -2.2305 3.4197 0.5518
91 O -0.2615 4.5927 0.9257
92 C -0.2691 4.4448 2.3634
93 H -2.7115 3.4179 -1.9161
94 H -1.1449 2.8571 -2.4951
95 H -1.7896 4.3819 -3.0745
96 H 0.6838 4.1033 2.7677
97 H -1.1066 3.9173 2.8200
98 H -0.2569 5.4904 2.6711
99 C 6.4615 -0.2607 -3.0009
100 O 7.4719 0.5042 -3.6221
101 C 8.6914 -0.1206 -3.8062
102 O 8.8914 -1.3110 -3.5918
103 O 9.6855 0.7743 -4.3053
104 C 10.9415 0.2988 -4.7553
105 H 5.5185 -0.2233 -3.5463
106 H 6.2099 0.3250 -2.1167
107 H 6.6017 -1.2867 -2.6608
108 H 10.8040 0.2422 -5.8351
109 H 11.1994 -0.6391 -4.2634
110 H 11.7273 1.0141 -4.5121
111 C -7.4083 0.5343 2.7572
112 O -6.4977 -0.5424 3.0276
113 C -5.1995 -0.4119 3.3509
114 O -4.3535 -1.3251 3.2778
115 O -4.9816 0.8646 3.6879
116 C -3.6871 1.3648 4.0642
117 H -8.4736 0.3040 2.7675
118 H -7.3305 0.7704 1.6959
119 H -7.2125 1.5197 3.1799
120 H -3.0302 0.5091 4.2199
121 H -3.8187 1.8959 5.0070
122 H -3.1995 1.9616 3.2934


# 2
ORCA calculation (ωB97M-V/def2-TZVPD) on a molecular structure, C31H54BeCl3Cs2F2N3O8PS at a distorted geometry.

As for the HOMO energy: -4.54 eV. For the gap between HOMO and LUMO, the calculation gives 3.095 eV. The value obtained for the LUMO energy is -1.45 eV. Its net charge is -1.

Geometry (Å):
1 C -4.4743 1.0589 -1.2523
2 C -3.5503 2.2773 -1.5078
3 C -3.4558 3.1201 -0.2516
4 C -2.6146 4.4078 -0.3400
5 C -1.4387 4.3793 -1.2966
6 C -0.4148 3.2714 -0.9949
7 C 0.7384 3.7456 -0.1021
8 C 0.9851 2.7994 1.1003
9 C 2.4352 2.4827 1.3455
10 C 3.2387 1.8593 0.3935
11 C 2.7996 1.4209 -0.9674
12 C 1.8136 0.2608 -1.0322
13 C 1.5089 -0.0391 -2.4964
14 C 0.6454 -1.2911 -2.6963
15 C -0.6613 -0.9869 -3.4318
16 O -1.7749 -1.7115 -2.9248
17 C -1.6773 -3.0810 -3.1349
18 C -3.0553 -3.7596 -2.9258
19 C 4.5519 1.5916 0.6760
20 C 5.0999 1.9637 1.8816
21 S 6.7624 1.6824 2.3282
22 C 4.3087 2.6071 2.7967
23 N 4.8264 3.0289 4.0667
24 N 3.0195 2.8449 2.5213
25 C 2.2495 3.5183 3.5540
26 C 1.3044 2.5312 4.2650
27 C 1.9301 1.8277 5.4602
28 H -5.2841 1.0150 -1.9675
29 H -4.9045 1.1213 -0.2604
30 H -3.9174 0.1327 -1.2821
31 H -3.9717 2.8255 -2.3408
32 H -2.5950 1.8714 -1.8149
33 H -4.4727 3.4239 -0.0260
34 H -3.1521 2.4939 0.5843
35 H -2.3168 4.7005 0.6633
36 H -3.2780 5.1919 -0.6828
37 H -1.8115 4.2674 -2.3072
38 H -0.9266 5.3307 -1.2181
39 H -0.0143 2.9335 -1.9463
40 H -0.9315 2.4150 -0.5715
41 H 0.4107 4.6958 0.3037
42 H 1.6443 3.9489 -0.6510
43 H 0.4681 1.8549 1.0107
44 H 0.5299 3.2724 1.9527
45 H 3.6830 1.1007 -1.5003
46 H 2.4021 2.2389 -1.5436
47 H 0.8599 0.4751 -0.5645
48 H 2.2053 -0.6555 -0.5968
49 H 2.4473 -0.1315 -3.0322
50 H 1.0063 0.8125 -2.9368
51 H 1.2028 -1.9581 -3.3445
52 H 0.4534 -1.8182 -1.7690
53 H -0.5569 -1.2182 -4.4896
54 H -0.9200 0.0608 -3.3622
55 H -0.9709 -3.5204 -2.3993
56 H -1.2895 -3.3188 -4.1222
57 H -3.7191 -3.0314 -2.4805
58 H -3.4540 -4.1249 -3.8537
59 H -2.9479 -4.5865 -2.2057
60 H 5.1433 1.0787 -0.0543
61 H 7.2442 1.0776 1.2433
62 H 5.3435 2.2703 4.4998
63 H 5.5111 3.7583 3.8898
64 H 2.8887 4.1326 4.2378
65 H 1.6049 4.2428 3.0064
66 H 0.3997 3.0757 4.5172
67 H 0.9995 1.7995 3.5333
68 H 2.7387 1.1976 5.1133
69 H 1.1856 1.1954 5.9180
70 H 2.3063 2.5473 6.1745
71 F 4.3830 3.6898 -0.3340
72 N -3.7452 -6.9083 -3.4418
73 C -2.5986 -7.1867 -4.0725
74 C -2.1949 -8.4623 -4.4194
75 C -3.0333 -9.5220 -4.0882
76 C -4.2220 -9.2567 -3.4312
77 C -4.5403 -7.9362 -3.1299
78 H -1.9744 -6.3237 -4.3073
79 H -1.2549 -8.6248 -4.9301
80 H -2.7563 -10.5384 -4.3379
81 H -4.9016 -10.0477 -3.1474
82 H -5.4655 -7.6800 -2.6096
83 O 3.1452 5.1293 6.5738
84 H 3.7299 5.1659 7.3492
85 H 3.6087 4.5488 5.9537
86 Cs -1.7312 -5.3745 -0.8000
87 C -8.9966 -8.1286 -1.7241
88 C -7.4781 -8.0249 -1.4738
89 O -6.9584 -6.8876 -1.5973
90 O -6.8941 -9.0926 -1.1833
91 H -9.4236 -7.1584 -1.9767
92 H -9.1875 -8.8231 -2.5438
93 H -9.4914 -8.5105 -0.8298
94 C 8.3762 -1.0026 4.9244
95 Cl 10.1740 -1.0799 5.0422
96 Cl 7.6546 -2.5503 5.2450
97 Cl 7.7624 0.2401 6.0404
98 H 8.1319 -0.6883 3.9180
99 Be 12.5373 -0.1271 4.8816
100 F 8.0195 -4.6136 6.7467
101 O -0.6289 7.2582 -0.6996
102 P -1.9191 7.9748 -1.0754
103 O -1.8517 9.4622 -0.7552
104 O -3.0497 7.3385 -0.2734
105 O -2.1664 7.8465 -2.5715
106 Cs 2.5959 5.8900 4.7199


# 3
ORCA calculation (ωB97M-V/def2-TZVPD) on a molecular structure, C31H54ClNO3P2PdSSi2 at a distorted geometry.

As for the HOMO energy (alpha / beta): -5.84 / -7.27 eV. For the gap between HOMO and LUMO (alpha / beta), the calculation gives 6.309 / 4.075 eV. The value obtained for the LUMO energy (alpha / beta) is 0.47 / -3.20 eV. As for the spin multiplicity: 5. Its net charge is 0.

Geometry (Å):
1 Pd 0.2729 -0.4313 -0.6396
2 C 2.1464 -0.2209 -1.5495
3 C 1.5246 -1.4319 -1.9833
4 C 0.3094 -1.0436 -2.6413
5 Si 2.2064 -3.1550 -1.5606
6 C 0.2059 0.3925 -2.5924
7 C 1.3542 0.9106 -1.9121
8 Si 1.9447 2.6879 -1.6531
9 H 3.0635 -0.1694 -0.9748
10 H -0.4046 -1.7345 -3.0919
11 H -0.6204 0.9927 -2.9677
12 Cl -2.1292 -0.2401 -0.5978
13 C 3.6722 2.7103 -0.9355
14 C 1.9374 3.5849 -3.3000
15 C 3.9282 -2.9855 -0.8504
16 C 2.1138 -4.2142 -3.0969
17 H 2.2625 2.8763 -4.0743
18 H 2.6509 4.4217 -3.2886
19 H 0.9553 3.9793 -3.5886
20 H 3.7784 2.0217 -0.0839
21 H 3.9444 3.7209 -0.5957
22 H 4.3945 2.4178 -1.7105
23 H 2.3489 -3.5901 -3.9713
24 H 1.1204 -4.6572 -3.2516
25 H 2.8507 -5.0314 -3.0583
26 H 4.4981 -2.2394 -1.4212
27 H 4.4809 -3.9397 -0.8945
28 H 3.8885 -2.6560 0.2007
29 C 0.8277 3.6028 -0.4178
30 C 1.1051 -3.8648 -0.1701
31 P -0.9213 3.0762 -0.4159
32 H 0.9042 4.6957 -0.5596
33 H 1.2132 3.3737 0.5939
34 P -0.5541 -3.1199 -0.2070
35 H 1.5839 -3.5822 0.7845
36 H 1.0534 -4.9670 -0.2156
37 C -1.4837 -3.7520 1.2763
38 C -1.4220 -3.9832 -1.6409
39 C -1.5726 3.6378 -2.0946
40 C -1.7685 4.2819 0.7431
41 C -2.1592 3.5057 2.0064
42 H -2.6932 4.5874 0.2252
43 C -0.9500 5.5201 1.0983
44 H -0.0168 5.2386 1.6015
45 H -1.5305 6.1411 1.7934
46 H -0.7074 6.1382 0.2257
47 H -2.6315 2.5472 1.7588
48 H -2.8519 4.1064 2.6114
49 H -1.2738 3.2850 2.6161
50 H -0.9327 3.1150 -2.8241
51 C -1.4809 5.1456 -2.3332
52 C -3.0047 3.1123 -2.2367
53 H -0.4526 5.5270 -2.2803
54 H -2.1004 5.7072 -1.6216
55 H -1.8600 5.3682 -3.3413
56 H -3.0517 2.0296 -2.0535
57 H -3.3659 3.3226 -3.2531
58 H -3.6728 3.6133 -1.5217
59 H -0.8105 -3.7298 -2.5222
60 C -2.8301 -3.4199 -1.8466
61 C -1.4625 -5.5060 -1.4775
62 H -0.4632 -5.9581 -1.4326
63 H -1.9806 -5.9393 -2.3458
64 H -2.0257 -5.8022 -0.5806
65 H -2.8292 -2.3295 -1.9669
66 H -3.4777 -3.6632 -0.9941
67 H -3.2604 -3.8832 -2.7468
68 C -1.7630 -2.5996 2.2432
69 C -0.7689 -4.8981 1.9916
70 H -2.4503 -4.1051 0.8799
71 H 0.1851 -4.5483 2.4082
72 H -0.5786 -5.7552 1.3327
73 H -1.3964 -5.2424 2.8252
74 H -0.8372 -2.3006 2.7525
75 H -2.4749 -2.9326 3.0134
76 H -2.1739 -1.7262 1.7202
77 C -4.7172 -0.1130 -0.5116
78 H -4.7459 0.0221 0.5789
79 H -4.8249 -1.1231 -0.9172
80 H -4.7956 0.7618 -1.1534
81 O 3.5751 0.2791 1.3623
82 S 2.5251 -0.4879 2.0182
83 O 2.6279 -1.9417 1.9654
84 N 1.0367 0.0080 1.5020
85 C 0.1987 0.4540 2.5010
86 O -1.0086 0.6949 2.3245
87 C 0.9468 0.5459 3.7827
88 C 0.4785 0.9646 5.0359
89 C 1.3331 0.9038 6.1349
90 C 2.6472 0.4237 5.9910
91 C 3.1057 -0.0107 4.7417
92 C 2.2351 0.0620 3.6585
93 H -0.5499 1.3170 5.1061
94 H 0.9814 1.2181 7.1178
95 H 3.3092 0.3792 6.8521
96 H 4.1118 -0.4045 4.5927


# 4
ORCA calculation (ωB97M-V/def2-TZVPD) on a molecular structure, C31H54EuN3OP2 at a distorted geometry.

As for the HOMO energy (alpha / beta): -6.42 / -8.56 eV. For the gap between HOMO and LUMO (alpha / beta), the calculation gives 3.964 / 5.993 eV. The value obtained for the LUMO energy (alpha / beta) is -2.46 / -2.57 eV. As for the spin multiplicity: 8. Its net charge is +1.

Geometry (Å):
1 C -1.2018 -2.0582 -1.4352
2 C 1.0503 -1.4210 -1.5379
3 C -1.0933 -2.7879 -2.6149
4 C 1.2047 -2.2169 -2.7055
5 C 0.1244 -2.8493 -3.2793
6 H -1.9785 -3.3071 -2.9838
7 H 2.2003 -2.2971 -3.1448
8 H 0.2199 -3.3868 -4.2192
9 N -0.1715 -1.3781 -0.8800
10 P -2.9947 -1.1576 0.6638
11 P 2.9342 0.6836 -0.4437
12 C -2.5955 -2.1955 -0.7917
13 H -3.3764 -2.0302 -1.5556
14 H -2.7022 -3.2529 -0.4977
15 C -0.0426 2.9567 2.4347
16 O 0.4697 3.9186 2.7984
17 C 2.2809 -0.7419 -1.2100
18 H 3.1189 -1.4473 -1.3251
19 C 4.3804 1.3864 -1.3911
20 C 3.3179 0.4151 1.3580
21 C -4.3294 0.0762 0.1014
22 C -3.5290 -2.4425 1.9348
23 C 4.0807 2.8745 -1.6479
24 H 4.0802 3.4471 -0.7086
25 H 4.8632 3.2885 -2.3005
26 H 3.1122 3.0254 -2.1359
27 C 5.7536 1.3153 -0.6949
28 H 5.8082 1.8955 0.2321
29 H 6.0729 0.2831 -0.5119
30 H 6.4912 1.7527 -1.3858
31 C 4.5301 0.5759 -2.6973
32 H 4.9485 1.2195 -3.4841
33 H 5.2127 -0.2720 -2.5402
34 H 3.5867 0.1542 -3.0557
35 C 3.7816 1.7156 2.0422
36 H 2.9777 2.4628 2.0762
37 H 4.0651 1.4713 3.0768
38 H 4.6536 2.1737 1.5636
39 C 2.0672 -0.0973 2.1040
40 H 1.3880 0.7351 2.3677
41 H 1.5559 -0.9101 1.5513
42 H 2.3836 -0.5255 3.0657
43 C 4.3965 -0.6793 1.4690
44 H 5.3767 -0.3556 1.1093
45 H 4.5207 -0.9438 2.5283
46 H 4.1071 -1.5884 0.9260
47 C -4.0111 -1.6957 3.1900
48 H -4.2820 -2.4360 3.9563
49 H -3.2189 -1.0542 3.6035
50 H -4.8984 -1.0753 3.0043
51 C -2.2734 -3.2655 2.2887
52 H -1.8757 -3.8148 1.4252
53 H -1.4715 -2.6339 2.7022
54 H -2.5480 -4.0050 3.0550
55 C -4.6248 -3.3778 1.4075
56 H -4.8143 -4.1426 2.1756
57 H -5.5726 -2.8613 1.2237
58 H -4.3299 -3.9029 0.4915
59 C -4.0492 0.5536 -1.3360
60 H -4.1326 -0.2582 -2.0712
61 H -4.8081 1.3082 -1.5954
62 H -3.0636 1.0310 -1.4462
63 C -4.2658 1.2927 1.0523
64 H -3.3172 1.8538 0.9607
65 H -5.0779 1.9834 0.7827
66 H -4.3972 1.0125 2.1073
67 C -5.7241 -0.5550 0.1495
68 H -5.8013 -1.4432 -0.4919
69 H -6.0429 -0.8095 1.1685
70 H -6.4467 0.1832 -0.2327
71 Eu -0.6587 0.4543 1.0998
72 N 0.8911 1.5895 -0.2754
73 C 1.3751 1.2884 -1.3920
74 C 0.8377 1.7628 -2.8237
75 C 1.7440 1.4011 -3.9765
76 C -0.4969 1.0890 -3.1043
77 C 0.5933 3.2665 -2.7368
78 H 2.7263 1.8682 -3.9217
79 H 1.8579 0.3171 -4.0722
80 H 1.2850 1.7536 -4.9080
81 H -1.2108 1.2208 -2.2851
82 H -0.9388 1.5155 -4.0183
83 H -0.3678 0.0180 -3.2821
84 H 0.1702 3.6449 -3.6746
85 H -0.1018 3.4841 -1.9194
86 H 1.5118 3.8219 -2.5435
87 C -0.8957 0.3795 6.1612
88 C -0.8362 0.3080 4.7207
89 N -0.8042 0.2534 3.5556
90 H -1.9438 0.3593 6.4924
91 H -0.4266 1.3098 6.5107
92 H -0.3642 -0.4777 6.5971


| no. | molecular weight (g/mol) | electronic energy (eV) |
| --- | --- | --- |
| 1 | 1198.14 | -109535.99993 |
| 2 | 1079.00 | -118482.49390 |
| 3 | 780.84 | -101823.70312 |
| 4 | 698.71 | -77435.03240 |